174
Properties=species:S:1:pos:R:3:forces:R:3:lowdin_charge:R:1 method="wB97M-V/def2-TZVPD" lumo_ha=-0.05759 homo_ev=-8.3 multiplicity=1
C 5.987 -3.643 3.883 -0.60 -0.11 -0.26 -0.155
C 5.679 -2.491 2.732 0.55 0.40 1.02 -0.266
C 6.611 -2.636 1.383 0.19 -0.22 -0.08 -0.169
C 5.770 -2.769 -0.020 -0.96 -1.00 0.69 -0.195
O 5.983 -1.630 -0.961 -4.13 0.99 1.54 -0.181
C 4.746 -0.806 -0.752 -1.49 2.05 0.90 -0.123
C 4.754 0.117 0.629 -3.93 0.77 -2.23 0.035
C 3.439 1.067 0.963 0.12 -2.85 -4.12 0.033
C 2.198 1.003 -0.115 1.38 -0.88 0.09 -0.037
C 2.151 0.077 -1.470 2.56 0.13 2.69 -0.015
C 3.454 -0.858 -1.810 -0.02 2.52 3.31 0.088
C 0.760 0.143 -2.389 1.29 -0.20 -4.04 -0.190
O 0.900 0.066 -3.715 -1.27 0.24 7.79 -0.037
C -0.639 0.349 -1.560 -2.91 0.61 2.03 0.021
C -0.591 1.278 -0.211 -2.67 -1.57 -1.12 -0.018
C -1.966 1.513 0.649 0.25 -1.17 -2.15 0.083
C -3.467 0.904 0.225 4.21 -1.02 -2.34 0.019
C -4.697 1.311 1.207 -0.05 0.69 1.30 -0.272
F -4.237 0.989 2.611 -1.25 0.44 -3.46 -0.057
F -5.968 0.589 1.029 3.51 1.37 0.20 -0.023
C -5.064 2.925 1.238 -0.39 0.26 0.37 -0.154
C -4.038 3.837 2.132 0.27 -0.14 -1.00 -0.255
Si -4.714 5.663 2.394 0.49 0.18 1.31 0.536
C -3.967 6.225 4.122 1.46 -0.31 0.08 -0.238
C -6.629 5.736 2.577 -1.87 0.05 0.34 -0.229
C -3.974 6.876 1.087 2.22 3.40 -3.61 -0.220
C -4.423 6.854 -0.489 3.34 2.81 1.54 -0.066
C -3.714 7.885 -1.558 0.72 -0.13 3.15 -0.078
C -2.554 8.964 -1.126 -2.03 -2.70 3.21 -0.077
C -2.091 9.020 0.461 -3.02 -2.76 -1.70 -0.065
C -2.810 7.971 1.544 -0.42 0.47 -3.81 -0.053
C -3.500 -0.021 -1.121 2.26 1.13 0.99 -0.020
C -4.900 -0.699 -1.624 0.60 -1.12 0.04 -0.115
C -5.913 0.297 -2.442 -0.04 -0.11 0.47 -0.245
C -5.790 1.885 -2.062 -1.42 -0.02 -1.23 -0.072
F -7.320 -0.137 -2.107 2.72 0.87 -0.63 -0.131
C -2.107 -0.323 -1.997 1.25 1.78 1.94 0.004
C -2.059 -1.288 -3.337 -0.33 -0.72 -0.04 -0.112
C -2.467 -0.535 -4.734 1.12 0.97 -1.13 -0.352
C -2.880 1.044 -4.581 -0.40 0.39 -1.21 -0.064
O -3.531 -1.272 -5.492 1.67 0.61 -0.57 -0.139
C 0.868 1.932 0.231 -0.56 3.43 1.93 -0.206
O 0.901 3.116 0.848 0.11 -7.20 -3.48 -0.042
H 5.492 -4.669 3.549 1.17 2.10 0.69 0.080
H 7.149 -3.817 4.059 -2.54 0.50 -0.40 0.082
H 5.457 -3.319 4.896 1.28 -0.71 -2.14 0.080
H 5.952 -1.450 3.235 -0.65 -2.13 -1.04 0.100
H 4.525 -2.458 2.529 2.24 -0.16 0.16 0.108
H 7.276 -1.674 1.312 -1.12 -1.96 -0.04 0.116
H 7.333 -3.575 1.501 -1.54 2.10 -0.29 0.110
H 4.611 -2.780 0.249 2.51 -0.22 -0.54 0.126
H 5.980 -3.742 -0.635 -0.07 1.83 1.27 0.126
H 5.636 0.144 1.404 -1.81 -0.30 -1.99 0.091
H 3.339 1.755 1.920 0.27 -1.64 -2.30 0.100
H 3.492 -1.536 -2.763 -0.04 1.53 2.13 0.113
H -1.858 2.168 1.641 -0.32 -1.71 -2.50 0.110
H -6.164 3.005 1.671 2.33 -0.43 -0.79 0.116
H -5.109 3.419 0.164 0.23 -1.44 2.08 0.111
H -3.048 3.987 1.484 -1.92 -0.46 1.68 0.093
H -3.820 3.439 3.210 -0.31 0.40 -2.20 0.094
H -4.402 5.606 5.022 0.75 1.46 -1.72 0.052
H -2.815 5.919 4.055 -2.31 0.67 0.29 0.052
H -3.989 7.386 4.271 -0.22 -2.25 -0.03 0.042
H -6.933 5.565 3.718 0.79 0.37 -2.41 0.059
H -7.215 4.897 1.977 1.16 1.93 1.06 0.036
H -7.050 6.808 2.281 0.83 -2.33 0.52 0.058
H -5.229 6.065 -0.812 1.74 1.86 0.47 0.082
H -4.085 7.815 -2.679 0.98 0.28 2.59 0.080
H -2.094 9.700 -1.922 -1.06 -1.74 1.82 0.080
H -1.255 9.802 0.776 -2.06 -1.98 -0.59 0.082
H -2.415 8.050 2.652 -1.07 -0.35 -2.52 0.072
H -4.655 -1.600 -2.368 -0.37 2.11 1.77 0.095
H -5.406 -1.229 -0.682 0.90 1.56 -2.12 0.137
H -5.781 0.057 -3.587 -0.40 0.76 2.31 0.148
H -4.700 2.312 -2.073 -2.08 -1.09 0.28 0.084
H -6.383 2.072 -1.067 1.46 -0.45 -1.86 0.081
H -6.382 2.480 -2.911 1.26 -1.28 1.80 0.099
H -2.765 -2.246 -3.242 1.35 2.27 0.05 0.125
H -0.969 -1.744 -3.508 -2.37 1.31 0.73 0.123
H -1.511 -0.564 -5.447 -1.89 0.17 1.77 0.147
H -1.940 1.772 -4.557 -1.92 -1.78 0.29 0.102
H -3.462 1.332 -5.583 1.22 -0.68 2.13 0.096
H -3.619 1.282 -3.705 1.62 -0.60 -1.58 0.051
H -3.253 -1.296 -6.470 -0.54 0.18 2.43 0.114
O -2.826 4.587 8.471 0.44 -0.60 -0.96 -0.287
S -1.864 4.044 7.535 0.31 -0.27 0.19 0.619
O -2.160 3.898 6.127 -0.15 0.16 1.11 -0.302
O -1.314 2.619 8.105 0.24 1.39 -0.29 -0.266
C -2.257 1.609 8.434 -0.80 -0.89 0.07 -0.279
C -2.794 0.925 7.191 -0.17 0.13 -0.33 -0.077
C -0.345 4.950 7.696 0.12 -0.17 0.07 -0.120
H -3.069 2.018 9.044 0.14 0.12 -0.09 0.116
H -1.732 0.870 9.049 0.17 0.38 -0.07 0.124
H -3.403 1.613 6.596 0.07 -0.12 0.09 0.070
H -3.418 0.068 7.460 0.10 0.06 0.05 0.081
H -1.975 0.583 6.551 -0.09 0.00 0.16 0.087
H -0.087 5.024 8.754 -0.09 -0.06 -0.15 0.075
H -0.500 5.945 7.276 -0.15 -0.17 0.01 0.077
H 0.437 4.429 7.139 -0.16 0.04 0.07 0.077
O -6.820 2.883 -6.160 -0.81 0.84 -0.15 -0.297
S -7.634 3.889 -6.812 -0.30 -0.12 -0.28 0.619
O -8.119 5.057 -6.111 0.49 -1.06 -0.24 -0.287
O -8.893 3.158 -7.544 1.27 0.72 -0.13 -0.268
C -9.735 2.314 -6.772 -0.81 -0.56 0.74 -0.278
C -10.683 3.119 -5.904 0.04 0.29 0.27 -0.077
C -6.800 4.425 -8.284 -0.14 -0.08 -0.15 -0.123
H -9.140 1.619 -6.169 0.09 0.15 -0.10 0.117
H -10.319 1.712 -7.476 0.34 0.21 -0.13 0.124
H -10.139 3.664 -5.127 -0.09 -0.10 -0.10 0.072
H -11.409 2.465 -5.413 0.08 0.00 -0.11 0.081
H -11.221 3.862 -6.503 0.04 -0.18 0.03 0.086
H -6.471 3.549 -8.845 -0.09 0.09 0.13 0.074
H -5.937 5.024 -7.983 -0.16 -0.10 0.13 0.077
H -7.486 5.034 -8.877 0.07 -0.11 0.15 0.076
O 5.720 2.234 6.138 0.03 1.19 -0.22 -0.289
S 6.219 3.579 5.940 0.21 0.08 -0.34 0.623
O 5.472 4.745 6.358 0.30 -1.12 -0.26 -0.288
O 6.643 3.762 4.376 0.41 -0.16 1.39 -0.267
C 5.681 3.475 3.372 -0.87 0.02 -0.83 -0.287
C 4.661 4.591 3.245 -0.25 0.15 0.23 -0.071
C 7.852 3.685 6.628 0.12 0.03 -0.19 -0.124
H 5.194 2.513 3.564 0.12 0.05 0.17 0.103
H 6.225 3.379 2.426 0.20 -0.01 0.35 0.125
H 4.035 4.656 4.140 0.08 -0.03 -0.14 0.073
H 4.005 4.419 2.387 0.10 -0.02 0.02 0.076
H 5.158 5.559 3.126 -0.03 -0.18 -0.07 0.088
H 8.439 2.834 6.279 -0.14 0.12 0.01 0.074
H 7.762 3.658 7.716 -0.17 -0.01 -0.16 0.077
H 8.307 4.627 6.316 -0.13 -0.14 0.02 0.075
O 10.220 -6.033 0.320 -0.06 1.10 -0.19 -0.289
S 10.719 -4.688 0.121 0.38 0.24 -0.48 0.626
O 9.972 -3.522 0.540 0.25 -1.15 -0.23 -0.289
O 11.143 -4.505 -1.442 0.40 -0.15 1.50 -0.261
C 10.181 -4.793 -2.447 -0.93 -0.03 -0.87 -0.270
C 9.161 -3.677 -2.574 -0.23 0.16 0.24 -0.068
C 12.352 -4.583 0.810 0.10 0.01 -0.18 -0.120
H 9.694 -5.755 -2.255 0.13 0.07 0.13 0.108
H 10.725 -4.889 -3.393 0.20 -0.02 0.37 0.126
H 8.535 -3.612 -1.678 0.06 0.00 -0.13 0.058
H 8.505 -3.848 -3.431 0.12 -0.03 0.04 0.085
H 9.658 -2.709 -2.692 -0.05 -0.17 -0.05 0.090
H 12.939 -5.434 0.461 -0.14 0.12 0.01 0.076
H 12.262 -4.609 1.897 -0.17 -0.01 -0.15 0.078
H 12.807 -3.641 0.497 -0.14 -0.14 0.01 0.077
O 7.436 -10.046 -3.012 -0.65 0.00 0.99 -0.290
S 6.902 -10.430 -1.721 0.27 0.09 0.41 0.624
O 5.521 -10.196 -1.360 1.04 0.01 -0.58 -0.288
O 7.860 -9.825 -0.550 -0.54 -1.24 -0.80 -0.265
C 8.126 -8.430 -0.541 0.14 1.25 0.22 -0.283
C 6.944 -7.643 -0.006 -0.40 0.04 -0.12 -0.069
C 7.268 -12.145 -1.446 0.14 0.01 0.16 -0.126
H 8.415 -8.083 -1.538 -0.06 -0.19 0.02 0.111
H 8.987 -8.273 0.118 -0.14 -0.33 -0.19 0.109
H 6.090 -7.703 -0.689 0.11 0.01 0.09 0.072
H 7.205 -6.589 0.116 0.12 -0.11 0.02 0.066
H 6.615 -8.044 0.958 0.13 0.08 -0.10 0.088
H 8.321 -12.323 -1.670 -0.15 0.10 0.03 0.074
H 6.638 -12.736 -2.113 0.01 0.23 0.02 0.076
H 7.044 -12.392 -0.407 0.02 0.11 -0.16 0.075
O -5.273 -3.874 -2.147 -0.26 -1.16 -0.05 -0.299
S -6.034 -5.085 -1.919 -0.49 -0.15 -0.14 0.629
O -5.396 -6.370 -1.737 -0.17 1.17 -0.27 -0.284
O -7.170 -5.224 -3.079 0.36 0.25 1.38 -0.264
C -6.763 -5.184 -4.439 0.40 -0.14 -1.12 -0.276
C -6.137 -6.498 -4.869 0.29 -0.23 0.14 -0.078
C -7.138 -4.811 -0.556 -0.18 0.02 -0.12 -0.117
H -6.083 -4.344 -4.617 -0.06 -0.04 0.18 0.116
H -7.663 -5.005 -5.038 0.00 0.07 0.41 0.124
H -5.186 -6.667 -4.356 -0.13 0.03 -0.09 0.071
H -5.946 -6.502 -5.945 -0.08 0.06 0.08 0.080
H -6.792 -7.339 -4.621 0.03 0.16 -0.09 0.085
H -7.661 -3.866 -0.707 0.10 -0.12 -0.05 0.076
H -6.542 -4.769 0.358 0.08 -0.03 -0.21 0.078
H -7.844 -5.643 -0.501 0.16 0.10 -0.07 0.076

=====

80
Properties=species:S:1:pos:R:3:forces:R:3:lowdin_spin:R:1 method="wB97M-V/def2-TZVPD" s2=2.05 lumo_ha="-0.28013 / -0.27710" homo_ev="-11.7 / -11.6" multiplicity=3 charge=+2
W 0.141 -1.324 1.125 1.98 5.30 -5.13 1.549
C -1.571 -1.686 2.356 -0.65 -1.22 0.75 0.021
C -1.227 -2.907 1.658 -0.29 -0.46 2.00 0.029
C 0.554 -2.328 3.045 -0.37 -0.51 0.78 0.053
C -0.484 -1.362 3.232 -0.36 -0.64 0.88 0.013
C 0.099 -3.293 2.086 -0.74 -0.32 0.54 0.049
C -2.830 -0.904 2.282 -0.54 0.36 -0.01 0.010
H -3.402 -1.152 1.387 0.03 0.00 0.24 0.000
H -2.614 0.174 2.265 -0.11 -0.26 -0.05 0.001
H -3.479 -1.089 3.153 0.30 -0.08 -0.19 0.001
C -0.513 -0.296 4.269 0.04 0.52 0.19 0.000
H -1.473 0.224 4.274 0.07 -0.17 0.08 0.000
H 0.246 0.460 4.083 0.03 -0.11 0.15 0.000
H -0.327 -0.707 5.270 -0.14 -0.09 -0.28 -0.001
C 1.838 -2.337 3.797 0.55 -0.05 0.15 0.014
H 1.665 -2.419 4.877 -0.12 -0.05 -0.19 0.003
H 2.415 -1.421 3.640 -0.17 -0.05 0.00 0.002
H 2.470 -3.175 3.500 -0.08 0.04 0.04 0.000
C 0.869 -4.476 1.626 0.30 -0.46 -0.29 0.026
H 0.806 -5.307 2.345 -0.09 0.28 -0.10 0.005
H 1.930 -4.238 1.509 -0.12 -0.06 -0.01 0.003
H 0.491 -4.846 0.669 0.07 0.01 0.12 0.001
C -2.076 -3.597 0.661 -0.38 -0.14 -0.68 0.002
H -2.447 -4.566 1.026 0.23 0.28 0.07 0.000
H -1.530 -3.790 -0.269 -0.10 -0.12 0.04 0.001
H -2.950 -2.988 0.413 0.14 -0.13 -0.01 0.000
C -1.986 2.752 -0.732 0.23 -0.63 0.32 0.000
C -3.007 1.929 -1.015 -1.30 0.92 0.45 -0.002
C -3.087 0.448 -1.052 -0.14 -0.35 -1.54 -0.004
C -1.943 -0.128 -1.871 -0.97 -1.07 1.77 0.003
C -0.757 -0.521 -1.092 0.78 0.41 1.37 -0.029
C 0.470 0.211 -1.303 -1.20 -2.11 3.34 0.016
C 0.528 1.669 -0.927 0.36 1.59 -0.84 0.002
C -0.578 2.712 -1.259 1.24 0.04 0.31 0.000
H -4.043 0.168 -1.515 0.16 0.00 0.20 0.000
H -1.580 0.717 -2.603 -0.61 -1.44 1.31 0.003
H -3.080 0.028 -0.044 -0.13 0.42 -0.16 0.000
H -0.634 2.784 -2.353 -0.11 0.12 0.59 0.000
H -2.171 3.598 -0.063 -0.44 0.55 -1.26 0.000
H -3.973 2.407 -1.245 0.00 -0.01 1.53 0.000
H -0.155 3.677 -0.901 0.05 -0.64 -0.43 0.000
H 0.619 1.690 0.164 0.19 -0.37 -0.23 0.002
H 1.322 -0.292 -0.782 0.06 0.27 -0.48 0.006
H 1.486 2.106 -1.290 -0.48 -0.29 0.11 0.001
H -2.315 -0.970 -2.483 0.24 0.13 0.09 -0.002
H -0.696 -1.643 -0.974 0.65 -0.29 -0.25 -0.001
P -1.020 1.097 -4.141 0.02 2.40 -0.13 0.020
C -1.049 2.857 -4.548 0.15 0.13 -1.30 0.002
C -2.200 0.326 -5.260 0.21 -0.06 -0.56 0.003
P 1.080 -0.980 -3.251 1.21 1.09 -3.42 0.065
C 0.633 0.479 -4.347 0.51 -0.57 -0.95 -0.003
C 0.362 -2.278 -4.368 -0.25 -0.60 0.35 0.018
C 2.814 -1.023 -3.856 0.24 -0.19 0.16 0.012
H -0.128 3.343 -4.196 -0.38 -0.06 -0.14 0.000
H -1.939 3.319 -4.093 0.39 -0.11 -0.18 0.000
H -1.102 2.940 -5.643 -0.01 0.49 0.20 0.001
H -2.050 0.835 -6.225 -0.36 -0.47 0.04 0.001
H -3.227 0.509 -4.895 0.50 -0.14 -0.19 0.000
H -2.006 -0.754 -5.359 -0.24 0.41 -0.02 0.000
H 2.894 -0.646 -4.885 -0.05 -0.22 0.30 0.002
H 3.161 -2.060 -3.820 0.20 0.21 0.05 0.000
H 3.430 -0.396 -3.205 0.08 -0.16 -0.11 0.000
H 1.379 1.278 -4.193 -0.42 -0.18 0.05 0.000
H 0.688 0.148 -5.399 0.62 0.00 0.30 0.001
H 1.017 -3.159 -4.326 -0.31 0.15 0.07 0.000
H 0.307 -1.946 -5.416 0.12 0.03 0.46 0.003
H -0.644 -2.564 -4.039 0.16 -0.07 -0.11 0.000
C 1.253 0.274 1.832 0.57 1.49 1.14 -0.007
C 1.740 1.262 2.454 -1.07 -2.95 -1.31 0.085
C 2.370 2.137 3.362 0.50 1.07 0.55 0.015
C 3.658 1.804 3.852 -0.30 0.01 0.08 0.003
C 4.202 2.517 4.916 -0.01 0.06 -0.12 0.001
C 3.513 3.599 5.477 -0.17 -0.23 -0.33 -0.004
C 2.287 3.998 4.929 0.05 -0.09 -0.03 0.000
C 1.714 3.288 3.876 0.20 -0.37 -0.04 0.002
H 4.200 0.975 3.393 -0.17 0.22 0.25 0.000
H 5.176 2.232 5.308 -0.21 0.07 -0.09 0.000
H 3.929 4.134 6.332 -0.10 -0.14 -0.32 0.000
H 1.780 4.867 5.343 0.05 -0.21 -0.15 0.000
H 0.754 3.592 3.453 0.27 -0.11 0.19 0.000

=====

14
Properties=species:S:1:pos:R:3:forces:R:3:lowdin_charge:R:1 method="wB97M-V/def2-TZVPD" lumo_ha=0.01616 homo_ev=-7.9 multiplicity=1
C -1.835 -0.028 0.326 -0.09 0.01 -0.06 -0.024
N -0.402 -0.367 0.421 -0.06 0.11 -0.01 -0.154
C 0.053 -1.665 -0.397 0.36 0.31 -0.04 -0.041
C 1.249 -1.208 -0.849 -0.13 -0.20 -0.12 -0.204
C 1.543 0.204 -0.572 -0.08 0.08 0.12 -0.034
C 0.551 0.701 0.171 0.12 -0.42 -0.18 -0.356
O 0.266 1.915 0.711 0.12 -0.04 -0.04 0.069
H -2.046 0.328 -0.685 0.09 -0.09 0.17 0.105
H -2.102 0.742 1.056 0.10 -0.16 -0.15 0.091
H -2.385 -0.953 0.505 0.02 0.15 -0.04 0.088
H -0.215 -0.823 1.318 -0.02 0.30 0.22 0.163
H 1.938 -1.848 -1.389 -0.11 0.12 -0.03 0.069
H 2.412 0.758 -0.913 -0.13 -0.07 0.09 0.107
H 0.984 2.521 0.482 -0.18 -0.09 0.08 0.121

=====

no.,total energy (a.u.)
1,-6705.17453
2,-1957.68996
3,-324.57720